Formula: C4H10NOS
Source: the OMol25 dataset
Level of theory: the ωB97M-V functional and the def2-TZVPD basis

CARTESIAN COORDINATES (ANGSTROEM)
C: 0.48902 -1.67949 0.27281
C: 1.12744 -1.15769 1.39069
C: -0.68361 -0.84664 -0.28958
C: -1.35271 1.89985 -0.86676
N: 0.84907 1.11823 0.81291
O: 0.96251 1.01575 -1.73197
S: 0.15379 0.82952 -0.58101
H: 1.20207 -1.93711 -0.42579
H: -0.02472 -2.59522 0.61586
H: 0.58733 -0.81682 2.25174
H: 2.23095 -1.25285 1.44386
H: -1.10031 -1.13660 -1.34284
H: -1.57736 -0.64556 0.37648
H: -1.58529 1.33986 -1.74405
H: -1.15525 2.97967 -1.01186
H: -2.04615 1.72922 -0.05457
H: 1.92320 1.15588 0.88406

The calculation puts the LUMO energy at -5.78 eV. Its largest force on an atom is 3.9 eV Å⁻¹. The value obtained for the molecular weight is 120.20 g mol⁻¹. For the HOMO energy, the calculation gives -14.8 eV. The orbital gap comes out at 9.020 eV. The charge is +1.



Formula: C5H13NO
Source: the OMol25 dataset
Level of theory: the ωB97M-V functional and the def2-TZVPD basis

CARTESIAN COORDINATES (ANGSTROEM)
C: -0.06355 -0.63285 -1.68459
N: -0.22763 -0.02359 -0.40308
C: -1.57413 0.05286 0.08653
C: -1.45495 0.91205 1.34560
C: -0.22935 1.76351 1.11731
C: 0.38490 1.29599 -0.19624
H: 0.95547 -0.81595 -2.00635
H: -0.70311 -0.20515 -2.49251
H: -0.56763 -1.60036 -1.66754
H: -1.98354 -0.91501 0.36719
H: -2.27755 0.42122 -0.68694
H: -1.46570 0.22460 2.18464
H: -2.35488 1.45686 1.59345
H: -0.48413 2.77504 0.88728
H: 0.36461 1.95351 2.00201
H: 0.18671 1.85086 -1.12542
H: 1.46610 1.21938 -0.05648
O: 2.60432 -2.57807 -0.03166
H: 1.85145 -2.45642 0.56049
H: 3.00418 -3.43717 0.13341

As for the structure (SMILES): CN1CCCC1.O. The calculation puts the LUMO energy at 0.93 eV. Its largest force on an atom is 1.9 eV Å⁻¹. The value obtained for the molecular weight is 103.16 g mol⁻¹. For the HOMO energy, the calculation gives -8.1 eV. The orbital gap comes out at 9.077 eV.



Formula: C3H9N2O3
Source: the OMol25 dataset
Level of theory: the ωB97M-V functional and the def2-TZVPD basis

CARTESIAN COORDINATES (ANGSTROEM)
O: -3.41955 -0.01001 -0.15257
C: -2.26720 0.17694 0.18889
N: -1.87860 1.32697 0.83867
C: -1.14188 -0.82906 0.00672
N: 0.11602 -0.20802 -0.31570
C: 1.26244 -1.12059 -0.27156
O: 2.36788 -0.64557 -0.83760
H: -1.04369 1.31243 1.39723
H: -2.61306 1.85572 1.28929
H: -1.49136 -1.60042 -0.69850
H: -1.02806 -1.29971 0.99370
H: 0.07070 0.43231 -1.09904
H: 0.93778 -2.11578 -0.70157
H: 1.37514 -1.37969 0.82698
H: 3.71506 1.95547 0.41514
H: 3.12928 0.50643 -0.10820
O: 3.85094 1.01595 0.39945

The calculation puts the LUMO energy at 3.48 eV. Its largest force on an atom is 1.3 eV Å⁻¹. The value obtained for the molecular weight is 121.12 g mol⁻¹. For the HOMO energy, the calculation gives -3.4 eV. The orbital gap comes out at 6.868 eV. The charge is -1.



Formula: C4H6N2O2
Source: the OMol25 dataset
Level of theory: the ωB97M-V functional and the def2-TZVPD basis

CARTESIAN COORDINATES (ANGSTROEM)
C: -0.84012 -0.09454 -0.54566
C: -1.56087 -0.61072 -1.71829
C: 0.50842 -0.43975 -0.35109
C: 0.64387 1.24328 1.53924
N: 1.08832 0.08339 0.89466
N: 2.09920 -0.57776 1.32742
O: 1.19705 -1.17404 -1.03250
O: -0.14764 2.03793 1.11425
H: -1.37905 0.52390 0.15170
H: 2.49045 -0.16957 2.17822
H: 1.18030 1.37953 2.50161
H: -1.94346 0.21986 -2.32071
H: -0.90153 -1.22708 -2.32929
H: -2.43494 -1.19444 -1.40956

The calculation puts the LUMO energy (alpha / beta) at -1.45 / -0.38 eV. Its largest force on an atom is 2.4 eV Å⁻¹. The value obtained for the molecular weight is 114.10 g mol⁻¹. For the HOMO energy (alpha / beta), the calculation gives -8.5 / -9.3 eV. The orbital gap (alpha / beta) comes out at 7.089 / 8.890 eV.



Question: Which formula does entry 4 have?
Answer: C4H6N2O2